C14H21FeN2O4Se4 | ωB97M-V with the def2-TZVPD basis set

Computed properties:
Energy in hartree: -11826.002514
Spin multiplicity: 2
⟨S²⟩: 1.160
Total charge: 0
HOMO (spin up / spin down) in eV: -7.175 / -7.173
LUMO (spin up / spin down) in eV: -0.9 / 0.3

Atoms and positions in Å:
Fe -1.26 -0.88 -0.27
Se -0.50 -1.47 1.89
Se -0.48 -2.92 -1.36
Se -1.87 -4.69 -1.24
Se -1.27 -1.24 -2.72
C -4.09 -1.74 -1.00
N -3.27 -1.31 0.15
C -3.41 -2.35 1.19
C -3.80 -0.04 0.68
C -3.36 1.11 -0.20
N -1.89 1.16 -0.25
C -1.44 1.92 -1.42
C -1.35 1.83 0.95
H -5.13 -1.89 -0.66
H -3.69 -2.68 -1.38
H -4.06 -1.01 -1.80
H -4.46 -2.53 1.41
H -2.93 -2.03 2.12
H -2.95 -3.27 0.84
H -3.41 0.09 1.70
H -4.89 -0.08 0.75
H -3.77 2.06 0.16
H -3.72 0.96 -1.22
H -1.74 2.97 -1.33
H -1.86 1.50 -2.33
H -0.35 1.86 -1.49
H -1.71 2.86 0.99
H -0.27 1.83 0.91
H -1.65 1.31 1.86
O 1.25 -0.83 1.57
C 1.47 -0.32 0.41
O 0.60 -0.17 -0.46
C 2.85 0.14 0.17
C 3.19 0.59 -1.11
C 4.48 1.02 -1.40
C 5.39 0.97 -0.38
O 6.70 1.34 -0.41
C 7.24 1.00 0.87
O 6.16 0.60 1.71
C 5.06 0.52 0.89
C 3.80 0.10 1.20
H 2.43 0.58 -1.87
H 4.76 1.36 -2.39
H 7.74 1.87 1.30
H 7.94 0.16 0.75
H 3.54 -0.26 2.19